1.
The following is a DFT calculation (wB97M-V/def2-TZVPD) of a molecular structure, C27H45As3N4O4SSeW.

The total energy is -11149.6667 hartree. Its HOMO energy is -6.59 eV. The calculation puts the HOMO-LUMO gap at 0.21826 hartree. For the maximum force, the calculation gives 0.009 hartree/bohr.

```
! wB97M-V def2-TZVPD RIJCOSX def2/J DEFGRID3
* xyz 0 1
W 0.43 -0.26 0.79
C -2.14 -2.67 -0.81
As -1.90 -1.07 0.28
C -3.03 0.14 -0.73
C -2.97 -1.67 1.81
C -3.35 -0.69 2.94
C -4.05 -1.55 4.01
C -2.14 -0.04 3.63
As -0.74 0.94 2.63
C 0.21 1.56 4.22
C -1.53 2.65 2.13
C -4.34 0.36 2.39
As -5.62 1.21 3.64
C -6.67 2.05 2.21
C -4.63 2.84 4.13
H -3.20 -2.84 -1.02
H -1.73 -3.53 -0.29
H -1.60 -2.53 -1.75
H -4.05 -0.23 -0.80
H -2.59 0.21 -1.73
H -3.01 1.13 -0.29
H -2.35 -2.47 2.23
H -3.88 -2.14 1.43
H -3.40 -2.37 4.31
H -4.98 -1.97 3.62
H -4.29 -0.96 4.90
H -1.56 -0.82 4.13
H -2.49 0.64 4.41
H -0.48 2.07 4.90
H 1.00 2.25 3.92
H 0.66 0.70 4.71
H -2.07 3.09 2.96
H -2.18 2.53 1.27
H -0.70 3.30 1.85
H -5.00 -0.14 1.67
H -3.82 1.14 1.84
H -7.26 1.29 1.70
H -6.02 2.55 1.49
H -7.35 2.78 2.65
H -3.77 2.60 4.75
H -5.30 3.48 4.71
H -4.31 3.38 3.24
C 4.58 7.08 -0.83
C 4.32 5.58 -0.77
S 5.76 4.71 -1.34
O 6.83 4.94 -0.40
O 5.95 5.01 -2.74
C 5.28 3.00 -1.21
C 5.40 2.47 0.21
N 4.56 1.28 0.38
C 3.30 1.32 0.86
N 2.71 0.13 0.77
C 3.63 -0.71 0.22
C 4.77 -0.02 -0.03
N 5.97 -0.51 -0.62
O 6.88 0.28 -0.82
O 6.01 -1.69 -0.88
C 2.68 2.55 1.41
H 3.70 7.62 -0.48
H 4.79 7.39 -1.85
H 5.43 7.36 -0.20
H 3.49 5.27 -1.41
H 4.13 5.24 0.25
H 5.92 2.46 -1.91
H 4.25 2.94 -1.57
H 5.06 3.21 0.94
H 6.43 2.23 0.45
H 3.43 -1.75 0.03
H 3.20 2.89 2.31
H 1.65 2.32 1.64
H 2.70 3.36 0.67
Se 1.07 -2.90 0.90
C 1.45 -2.06 2.48
N 1.53 -1.33 3.38
C 0.34 1.10 -0.36
C 0.66 2.13 -1.32
C 0.04 3.39 -1.31
C 0.43 4.38 -2.20
C 1.46 4.16 -3.10
C 2.09 2.92 -3.12
C 1.69 1.92 -2.24
H -0.76 3.57 -0.60
H -0.07 5.34 -2.18
H 1.76 4.93 -3.79
H 2.89 2.73 -3.83
H 2.18 0.95 -2.27
*
```

Atomic partial charges in e from the Löwdin method, atoms 1 to 5: W 0.54; C -0.30; As 0.96; C -0.28; C -0.33

---

2.
The following is a DFT calculation (wB97M-V/def2-TZVPD) of a molecular structure, C27H45CaN3O5S2 in a non-equilibrium geometry.

The total energy is -3070.1306 hartree. Its HOMO energy is -0.14 eV. The calculation puts the HOMO-LUMO gap at 0.15619 hartree. For the maximum force, the calculation gives 0.061 hartree/bohr.

```
! wB97M-V def2-TZVPD RIJCOSX def2/J DEFGRID3
* xyz -2 1
Ca -0.42 0.45 -0.31
C -1.11 -2.05 1.95
C -0.77 -2.43 0.55
O 0.44 -1.71 0.25
C 1.24 -2.19 -0.79
C 2.16 -3.30 -0.23
O 2.86 -2.73 0.92
C 2.92 -3.80 1.88
C 3.55 -3.37 3.12
O 2.81 -2.43 3.84
C 1.55 -2.79 4.34
C 0.46 -1.99 3.74
O -0.33 -2.86 2.85
H -2.15 -2.14 2.20
H -0.85 -1.02 2.07
H -1.59 -2.11 -0.07
H -0.68 -3.54 0.48
H 1.80 -1.39 -1.23
H 0.59 -2.53 -1.64
H 2.93 -3.49 -1.01
H 1.67 -4.18 0.14
H 3.48 -4.60 1.39
H 1.89 -4.15 2.10
H 4.53 -2.93 2.84
H 3.87 -4.26 3.71
H 1.52 -2.68 5.36
H 1.32 -3.87 4.19
H 0.86 -1.14 3.11
H -0.28 -1.51 4.45
O -8.25 0.09 1.85
S -6.96 -0.39 1.18
C -6.26 0.99 0.30
C -5.33 1.83 1.25
C -5.29 1.31 2.64
C -5.64 -0.23 2.50
H -7.08 1.55 -0.04
H -5.71 0.66 -0.59
H -5.61 2.83 1.09
H -4.28 1.63 0.94
H -5.97 1.83 3.34
H -4.28 1.36 3.09
H -6.05 -0.75 3.40
H -4.72 -0.73 2.27
N -3.94 1.33 -3.28
C -2.82 0.96 -4.05
C -3.06 1.42 -5.28
N -4.23 2.14 -5.38
C -4.72 2.09 -4.12
H -4.03 1.04 -2.28
H -2.02 0.33 -3.69
H -2.56 1.18 -6.18
H -5.60 2.62 -3.80
C 1.06 2.26 -3.84
C 2.23 1.23 -3.66
C 1.82 -0.24 -3.82
C 3.14 1.51 -2.45
C 4.40 2.00 -2.80
C 5.28 2.54 -1.82
C 4.74 2.68 -0.51
C 3.52 2.20 -0.10
C 3.15 2.17 1.38
C 1.82 2.89 1.79
C 3.23 0.78 2.01
C 2.61 1.58 -1.05
N 1.38 1.23 -0.82
H 0.62 2.27 -4.83
H 1.38 3.25 -3.55
H 0.18 2.00 -3.21
H 2.89 1.49 -4.53
H 1.32 -0.61 -2.91
H 2.85 -0.72 -3.93
H 1.25 -0.49 -4.71
H 4.61 2.14 -3.81
H 6.23 2.98 -2.06
H 5.36 3.11 0.24
H 3.91 2.83 1.78
H 1.15 2.79 0.91
H 1.97 3.93 2.01
H 1.26 2.47 2.63
H 2.40 0.14 1.65
H 3.13 0.81 3.13
H 4.19 0.39 1.79
S -2.95 0.01 -0.24
*
```

Atomic partial charges in e from the Löwdin method, atoms 1 to 5: Ca 0.91; C -0.21; C -0.24; O -0.28; C -0.19

---

3.
The following is a DFT calculation (wB97M-V/def2-TZVPD) of a molecular structure, C27H45Cl2InOPS in a non-equilibrium geometry.

The total energy is -2981.1686 hartree. Its HOMO energy is -1.78 eV. The calculation puts the HOMO-LUMO gap at 0.12833 hartree. For the maximum force, the calculation gives 0.080 hartree/bohr.

```
! wB97M-V def2-TZVPD RIJCOSX def2/J DEFGRID3
* xyz -1 1
P -0.16 0.97 -2.71
C -1.80 0.36 -3.31
C -2.28 1.08 -4.57
C -3.72 0.65 -4.87
C -3.88 -0.87 -4.96
C -3.28 -1.62 -3.77
C -1.84 -1.16 -3.46
C 1.24 0.24 -3.66
C 1.13 0.53 -5.15
C 2.46 0.13 -5.82
C 2.85 -1.32 -5.52
C 2.78 -1.69 -4.03
C 1.45 -1.26 -3.39
C -0.08 2.80 -2.84
C -1.25 3.40 -2.04
C -1.15 4.93 -1.96
C 0.21 5.41 -1.46
C 1.37 4.80 -2.24
C 1.30 3.27 -2.32
H -2.46 0.63 -2.46
H -1.63 0.81 -5.41
H -2.23 2.17 -4.45
H -4.05 1.12 -5.80
H -4.37 1.04 -4.07
H -4.94 -1.12 -5.05
H -3.40 -1.22 -5.88
H -3.89 -1.46 -2.88
H -3.27 -2.70 -3.97
H -1.47 -1.66 -2.55
H -1.20 -1.46 -4.30
H 2.12 0.76 -3.25
H 3.24 0.80 -5.46
H 0.92 1.59 -5.34
H 0.31 -0.05 -5.59
H 2.37 0.28 -6.90
H 3.87 -1.50 -5.88
H 2.20 -2.00 -6.08
H 2.91 -2.78 -3.90
H 3.60 -1.21 -3.48
H 1.46 -1.45 -2.31
H 0.63 -1.85 -3.82
H -0.17 3.06 -3.91
H -2.21 3.14 -2.51
H -1.27 2.96 -1.04
H -1.34 5.34 -2.96
H -1.95 5.31 -1.30
H 0.32 5.17 -0.39
H 0.26 6.50 -1.53
H 2.33 5.09 -1.79
H 1.37 5.19 -3.27
H 2.10 2.90 -2.97
H 1.47 2.82 -1.33
In 0.08 -0.60 1.01
Cl 2.01 0.45 -0.01
Cl -1.75 0.94 0.72
C -0.52 -2.33 -0.13
H -1.57 -2.41 -0.42
C 0.29 -3.45 -0.25
C 1.74 -3.35 -0.18
C 2.53 -4.48 -0.17
C 1.95 -5.76 -0.25
C 0.55 -5.89 -0.38
C -0.26 -4.78 -0.41
H 2.19 -2.35 -0.12
H 3.62 -4.39 -0.10
H 0.11 -6.89 -0.46
H -1.35 -4.86 -0.53
H 2.58 -6.65 -0.23
C -0.41 1.73 4.02
S 1.12 0.94 3.51
C 1.71 0.38 5.11
O 0.66 -0.50 3.00
H -0.14 2.55 4.69
H -1.04 0.98 4.51
H -0.92 2.12 3.13
H 0.94 -0.27 5.54
H 2.62 -0.19 4.91
H 1.94 1.25 5.74
*
```

Atomic partial charges in e from the Löwdin method, atoms 1 to 5: P 1.04; C -0.45; C -0.22; C -0.21; C -0.21